Below is a cluster of 7 separate species, C49H107IN2O3P in total, with properties calculated with ωB97M-V/def2-TZVPD.

Its HOMO-LUMO gap is 7.704 eV. The lowest unoccupied orbital energy comes out at -3.7 eV. The value obtained for the highest occupied orbital energy is -11.3614 eV. The calculation puts the maximum force at 5.8 eV/Å. The total energy is -2904.752628 a.u.

ORCA input file:
```
! RIJCOSX wB97M-V def2-TZVPD def2/J DEFGRID3
* xyz 1 1
C -9.02901 3.46603 5.40187
O -9.85183 2.39613 5.98439
C -9.54007 2.15137 7.40113
C -9.55006 0.51168 7.73413
C -8.17583 -0.15019 7.04558
C -7.07728 -0.45051 8.20458
C -5.84073 -1.44602 7.82189
N -5.06454 -1.07296 6.56064
N -5.01818 0.30535 6.53343
C -3.61892 -1.61904 6.57874
O -2.61478 -0.65592 6.11494
C -2.50156 -0.59005 4.65610
C -2.40516 -1.83353 3.59862
C -2.32892 -1.63955 1.97196
C -2.32981 -0.09225 1.35544
C -2.40990 1.23283 2.36661
C -2.48894 0.94234 3.98578
P -5.75178 -1.82317 5.05684
O -7.04385 -2.96720 5.48209
I -6.87427 -0.19419 3.60387
H -9.75143 4.23459 4.84273
H -8.28138 3.09054 4.55360
H -8.41492 4.10028 6.16892
H -8.41635 2.48413 7.63062
H -10.27517 2.65995 8.16195
H -9.53067 0.28936 8.88290
H -10.47315 0.04959 7.16541
H -7.73629 0.73495 6.38000
H -8.55028 -1.06543 6.42672
H -7.65814 -0.97183 9.10815
H -6.64470 0.55166 8.62677
H -6.10975 -2.60804 7.87466
H -5.06068 -1.30402 8.71735
H -4.76813 0.70810 5.60967
H -4.47926 0.71880 7.32537
H -3.62486 -2.64432 5.96592
H -3.27735 -1.94334 7.67216
H -2.43529 -2.94797 4.01935
H -2.29591 -2.57923 1.23931
H -2.30734 0.05607 0.17183
H -2.43939 2.35094 1.96822
H -2.58142 1.88759 4.68776
H -7.45302 -3.25482 4.59644
C 0.03617 4.45299 -4.24796
C 0.96837 3.33563 -3.80478
C 0.26927 1.98129 -3.67358
C -0.84490 1.91776 -2.62235
C -0.42101 2.28037 -1.19715
C 0.62711 1.33964 -0.62254
H -0.75759 4.63123 -3.51676
H 0.59693 5.38746 -4.36193
H -0.42531 4.21759 -5.21225
H 1.45172 3.61226 -2.86157
H 1.77231 3.24128 -4.54545
H 1.02256 1.21735 -3.45411
H -0.16016 1.70823 -4.64676
H -1.25847 0.90115 -2.62094
H -1.66701 2.57514 -2.92259
H -1.30858 2.24583 -0.55328
H -0.05419 3.31237 -1.15617
H 0.26281 0.30851 -0.61353
H 0.86257 1.62471 0.40817
H 1.55748 1.37402 -1.19575
C -0.53061 -5.21851 2.93912
C 0.18790 -6.46834 2.45375
C 1.14410 -6.20244 1.28964
C 0.48612 -5.68104 0.00678
C -0.60611 -6.57859 -0.57957
C -0.09731 -7.94774 -1.00415
H -1.16910 -4.79112 2.16058
H -1.17007 -5.46102 3.79524
H 0.18580 -4.45542 3.25956
H -0.54755 -7.23281 2.18084
H 0.76518 -6.88250 3.28983
H 1.69398 -7.12358 1.06978
H 1.89874 -5.47194 1.61046
H 1.27005 -5.53817 -0.74793
H 0.06371 -4.68827 0.19151
H -1.02976 -6.07782 -1.45894
H -1.43119 -6.69494 0.13244
H 0.69799 -7.85457 -1.74904
H -0.91154 -8.52935 -1.44891
H 0.28863 -8.51609 -0.15365
C 4.30134 1.65363 -3.73151
C 4.43854 1.72881 -5.24460
C 5.52341 0.80428 -5.80001
C 6.94911 1.10660 -5.32410
C 7.45088 2.52208 -5.61909
C 7.52674 2.83689 -7.10531
H 5.21506 1.97927 -3.22599
H 3.48699 2.30499 -3.39502
H 4.07064 0.63296 -3.41023
H 4.62478 2.76528 -5.54599
H 3.47814 1.44648 -5.69374
H 5.48827 0.83961 -6.89396
H 5.28152 -0.23116 -5.52543
H 7.62882 0.38472 -5.79468
H 7.01959 0.92604 -4.24679
H 8.45483 2.62926 -5.19000
H 6.82257 3.26534 -5.11504
H 8.18541 2.13191 -7.62026
H 7.92629 3.84530 -7.25543
H 6.54094 2.79841 -7.57653
C 2.16400 -14.66366 1.79759
C 1.68038 -13.54245 0.89045
C 2.09955 -12.15211 1.37155
C 1.54167 -11.73522 2.73737
C 0.01551 -11.74656 2.85174
C -0.66683 -10.77001 1.90597
H 1.73386 -14.58647 2.80033
H 1.86895 -15.63490 1.38490
H 3.25508 -14.65252 1.88506
H 0.59192 -13.60039 0.78235
H 2.09729 -13.70365 -0.11155
H 1.80482 -11.41585 0.61638
H 3.19584 -12.10940 1.42028
H 1.90622 -10.72505 2.96368
H 1.95725 -12.38466 3.51433
H -0.25590 -11.48011 3.88076
H -0.37483 -12.75706 2.68505
H -0.32314 -9.74758 2.08634
H -1.75085 -10.79489 2.05875
H -0.47467 -11.02119 0.85939
C 6.28115 3.23427 -0.97715
C 6.36734 4.53441 -1.76210
C 7.80239 4.94287 -2.09969
C 8.70462 5.22575 -0.89284
C 8.20102 6.31247 0.05993
C 8.08741 7.68131 -0.59358
H 6.77213 3.31668 -0.00319
H 5.23243 2.97215 -0.79786
H 6.74369 2.41157 -1.53163
H 5.86004 5.33226 -1.20905
H 5.81178 4.41001 -2.70001
H 7.77287 5.82466 -2.74837
H 8.26648 4.14660 -2.69687
H 9.69636 5.51295 -1.26503
H 8.85381 4.30193 -0.32498
H 8.90163 6.38651 0.90089
H 7.23487 6.02730 0.49178
H 9.05300 8.00436 -0.99272
H 7.76008 8.42274 0.14276
H 7.35808 7.68005 -1.40808
C -2.17441 10.92254 -7.45234
C -2.96100 10.42646 -6.24855
C -2.07140 9.91511 -5.11396
C -1.19910 8.70283 -5.46036
C -1.95962 7.46814 -5.94975
C -2.91601 6.89935 -4.91268
H -1.58948 10.12042 -7.91161
H -2.85898 11.31097 -8.21468
H -1.49343 11.73104 -7.16806
H -3.66619 9.65013 -6.56449
H -3.56888 11.25608 -5.86643
H -2.70399 9.67580 -4.25270
H -1.41273 10.73000 -4.78512
H -0.61883 8.43114 -4.56928
H -0.46484 8.98763 -6.22057
H -1.22859 6.69261 -6.20989
H -2.50617 7.69421 -6.87248
H -2.38212 6.62558 -3.99833
H -3.40166 5.99921 -5.30377
H -3.70247 7.61367 -4.65468
*
```